Entry 1:
{
  "formula": "C2F3NO3S2Sc",
  "method": "wB97M-V/def2-TZVPD",
  "species": ["Sc", "S", "S", "F", "F", "F", "O", "O", "O", "N", "C", "C"],
  "positions_angstrom": [[0.619, -0.391, -2.211], [1.010, -2.396, -0.663], [0.134, -0.276, 1.001], [-2.457, 0.015, 1.485], [-2.162, -0.863, -0.458], [-1.856, -2.050, 1.316], [1.989, 2.110, -1.612], [0.146, 0.613, -0.366], [1.632, 3.110, 0.423], [1.081, -1.504, 0.859], [-1.698, -0.840, 0.786], [1.563, 2.470, -0.560]],
  "mulliken_charge": [0.829, -0.353, 0.395, -0.244, -0.178, -0.224, -0.510, -0.572, -0.336, -0.326, 0.635, 0.883],
  "lumo_ev": [-1.39, -1.66],
  "multiplicity": 2,
  "total_charge": 0,
  "homo_lumo_gap_ev": [6.3733, 6.1992],
  "total_energy_ev": -60228.0234,
  "e_homo_ev": [-7.76, -7.86]
}



Entry 2:
{
  "formula": "C2F4N2S",
  "method": "wB97M-V/def2-TZVPD",
  "species": ["S", "F", "F", "F", "F", "N", "N", "C", "C"],
  "positions_angstrom": [[1.460, -0.132, -0.894], [-0.003, 1.106, 1.585], [1.222, -0.863, -2.331], [0.367, -1.156, 1.317], [2.050, 1.195, -1.654], [0.036, 0.316, -0.548], [-2.907, -0.475, 0.958], [-1.810, -0.176, 0.864], [-0.415, 0.185, 0.705]],
  "mulliken_charge": [0.695, -0.208, -0.198, -0.436, -0.219, -0.356, -0.281, -0.132, 1.135],
  "lumo_ev": -1.03,
  "total_charge": 0,
  "homo_lumo_gap_ev": 11.5330,
  "relative_energy_kcal_mol": 8.3,
  "total_energy_ev": -26756.6008,
  "e_homo_ev": -12.56
}



Entry 3:
{
  "formula": "C2F4O",
  "method": "wB97M-V/def2-TZVPD",
  "species": ["F", "F", "F", "F", "O", "C", "C"],
  "positions_angstrom": [[-1.813, 1.573, 2.208], [-0.429, 1.895, 0.701], [1.744, -1.644, -1.814], [0.195, -0.226, -1.552], [0.891, -1.365, 0.211], [0.941, -1.110, -0.920], [-1.418, 1.124, 1.050]],
  "mulliken_charge": [-0.101, -0.074, -0.172, -0.145, -0.325, 0.648, 0.169],
  "lumo_ev": 0.19,
  "total_charge": 0,
  "homo_lumo_gap_ev": 11.4246,
  "relative_energy_kcal_mol": 40.6,
  "total_energy_ev": -14989.2751,
  "e_homo_ev": -11.23
}



Entry 4:
{
  "formula": "C2F6InNO3S2",
  "method": "wB97M-V/def2-TZVPD",
  "species": ["In", "S", "S", "F", "F", "F", "F", "F", "F", "O", "O", "O", "N", "C", "C"],
  "positions_angstrom": [[-0.208, 2.235, -0.984], [-1.119, 0.205, 0.941], [1.625, 1.011, 0.819], [2.544, 0.367, -1.473], [1.989, -1.389, -0.340], [-1.231, -1.987, -0.515], [-3.068, -1.544, 0.497], [-2.544, -0.355, -1.195], [3.779, -0.308, 0.166], [-0.126, 1.113, -2.460], [-1.443, 1.525, 0.281], [-1.861, -0.015, 2.188], [0.405, 0.079, 1.441], [2.529, -0.179, -0.261], [-2.041, -1.014, -0.146]],
  "mulliken_charge": [1.125, 1.130, 0.015, -0.229, -0.178, -0.191, -0.151, -0.210, -0.183, -0.277, -0.433, -0.606, -0.349, 0.823, 0.714],
  "lumo_ev": [-8.52, -8.41],
  "multiplicity": 2,
  "total_charge": 1,
  "homo_lumo_gap_ev": [6.3649, 6.4612],
  "relative_energy_kcal_mol": 0.0,
  "total_energy_ev": -52841.0323,
  "e_homo_ev": [-14.89, -14.87]
}



Entry 5:
{
  "formula": "C2F6NO4S2Se2Te2Zn",
  "method": "wB97M-V/def2-TZVPD",
  "species": ["Te", "Te", "Se", "Se", "Zn", "S", "S", "F", "F", "F", "F", "F", "F", "O", "O", "O", "O", "N", "C", "C"],
  "positions_angstrom": [[2.459, 2.373, -1.086], [0.938, 3.417, -3.033], [-1.060, 1.753, -2.566], [3.066, 0.160, -2.093], [1.042, -0.686, -1.351], [0.966, 0.385, 0.959], [-0.167, -2.100, 0.812], [-1.373, -1.894, -1.575], [-2.354, -3.217, -0.195], [-2.530, -1.084, 0.067], [-0.229, 1.656, 2.927], [-1.421, 1.624, 1.119], [0.269, 2.947, 1.279], [-0.416, -3.240, 1.633], [2.131, 0.508, 1.839], [-0.238, 0.760, -1.400], [0.907, -2.282, -0.215], [-0.099, -0.760, 1.564], [-1.704, -2.056, -0.282], [-0.189, 1.734, 1.596]],
  "mulliken_charge": [0.026, -0.173, -0.147, -0.390, 0.524, 0.526, 1.315, -0.228, -0.235, -0.227, -0.239, -0.195, -0.246, -0.680, -0.637, -0.202, -0.714, -0.536, 0.678, 0.780],
  "lumo_ev": 2.23,
  "total_charge": -1,
  "homo_lumo_gap_ev": 6.6098,
  "relative_energy_kcal_mol": 23.6,
  "total_energy_ev": -243428.8537,
  "e_homo_ev": -4.38
}



Entry 6:
{
  "formula": "C2F6NO4S5SbW",
  "method": "wB97M-V/def2-TZVPD",
  "species": ["W", "Sb", "S", "S", "S", "S", "S", "F", "F", "F", "F", "F", "F", "O", "O", "O", "O", "N", "C", "C"],
  "positions_angstrom": [[-0.332, 1.755, 0.912], [-2.380, 1.741, 3.061], [-2.491, 2.655, 0.857], [0.823, 3.076, 2.042], [-1.048, -1.417, -0.324], [-2.510, 3.878, 3.982], [0.850, 0.278, -1.079], [-0.030, -3.796, -0.111], [0.820, -2.329, 1.239], [1.627, 0.310, -3.549], [2.851, 1.455, -2.175], [-1.164, -3.119, 1.611], [2.967, -0.711, -2.183], [-0.010, 1.499, -1.227], [-2.218, -1.895, -0.947], [1.420, 0.425, 0.279], [-1.198, -0.314, 0.662], [0.119, -1.044, -1.362], [-0.291, -2.780, 0.680], [2.195, 0.333, -2.369]],
  "mulliken_charge": [0.925, 0.576, -0.361, -0.030, 1.094, -0.097, 1.241, -0.186, -0.202, -0.161, -0.167, -0.186, -0.163, -0.633, -0.494, -0.622, -0.359, -0.421, 0.698, 0.548],
  "lumo_ev": [-5.55, -6.86],
  "multiplicity": 4,
  "total_charge": 1,
  "homo_lumo_gap_ev": [7.4911, 6.6304],
  "relative_energy_kcal_mol": 0.0,
  "total_energy_ev": -90589.2829,
  "e_homo_ev": [-13.04, -13.49]
}